Entry 1:
The following is a quantum chemistry calculation of 14 unconnected molecules or ions with the total composition C42H98N5O21, from the OMol25 dataset.

Properties
HOMO energy (spin up / spin down) in Ha: -0.310 / -0.295
E_LUMO (spin up / spin down) in eV: -0.801 / -2.632
2S+1: 2
Kohn-Sham gap (spin up / spin down) in eV: 7.64 / 5.41
<S²>: 0.8051

The geometry in XYZ format:
```
166
Properties=species:S:1:pos:R:3:forces:R:3:mulliken_charge:R:1
C 2.7256 1.1332 0.0655 0.29 0.12 0.30 -0.11
C 1.6944 1.1249 1.1635 0.15 -0.53 0.67 -0.56
N 0.4748 0.3999 0.8101 -1.42 -0.65 -0.16 0.95
C -0.7692 0.9323 1.0135 -2.99 -1.96 -1.88 -1.47
C -1.7281 -0.0065 0.4769 2.62 0.76 1.24 -1.33
N -1.0077 -1.1423 0.1322 2.46 2.68 1.20 1.66
C 0.3362 -0.8486 0.3205 -1.81 -0.33 -0.28 -0.45
C -1.5198 -2.4175 -0.3284 -0.30 0.52 -0.88 -0.71
H 3.6038 1.6056 0.5056 0.22 -0.06 -0.19 0.59
H 2.4277 1.7302 -0.7964 -0.15 -0.07 -0.02 0.03
H 2.9902 0.1308 -0.2710 0.00 0.02 -0.03 -0.26
H 1.4426 2.1290 1.5050 -0.37 -0.02 -0.36 0.33
H 2.0322 0.6466 2.0828 0.47 -0.11 -0.09 -0.25
H -0.9782 1.9134 1.4136 0.34 -0.04 -0.19 0.92
H -2.7886 0.0310 0.2760 0.02 0.20 0.42 1.34
H 1.1098 -1.5544 0.0562 0.20 0.15 0.16 0.29
H -0.7325 -2.8017 -0.9770 -0.30 -0.63 0.28 -0.06
H -2.3775 -2.1798 -0.9576 0.08 -0.13 -0.08 0.43
H -1.8599 -3.0546 0.4881 0.45 -0.03 0.02 -0.17
C 5.4564 -2.5023 0.1909 -5.20 -0.65 0.37 -0.35
C 6.4062 -2.1479 1.0826 5.31 0.43 0.35 -0.02
C 5.9994 -1.6857 2.5340 3.88 1.63 2.02 0.54
O 6.8394 -1.1776 3.3813 -1.46 -1.42 -2.68 -0.57
C 4.7012 -1.7343 3.0085 -2.23 -0.82 -2.19 -0.80
C 3.6351 -2.2031 2.0768 -0.37 -0.92 0.98 0.50
C 4.0377 -2.5895 0.5748 3.29 1.42 0.43 0.22
O 3.1734 -2.8210 -0.2655 -1.71 -0.72 0.46 -0.81
O 2.4871 -2.3862 2.5363 1.60 0.33 -1.98 -0.43
O 7.6224 -2.1918 0.6648 -2.79 0.66 2.32 -0.69
H 5.7676 -2.7585 -0.8110 -0.19 -0.08 -0.03 0.57
H 4.4303 -1.4226 4.0064 0.13 -0.05 0.04 0.56
C -4.0804 -6.0330 7.3190 0.13 -0.64 0.45 -1.40
C -3.8847 -5.9758 5.8106 -0.59 -0.08 1.07 0.01
O -2.6745 -5.3202 5.5361 0.39 0.23 1.74 -0.31
C -2.1381 -5.4268 4.3584 -0.71 1.54 -2.44 0.85
O -2.6844 -5.8471 3.3573 0.43 -0.67 0.53 -0.63
O -1.0241 -4.7193 4.3842 0.26 -0.09 0.96 -0.36
C -0.2430 -4.5094 3.2358 0.52 0.17 -0.90 0.01
H -5.0798 -6.4119 7.5325 -0.08 -0.13 -0.13 0.41
H -4.0255 -5.0773 7.8403 0.18 0.21 -0.43 0.34
H -3.3818 -6.7079 7.8137 0.13 0.00 -0.07 0.34
H -4.7377 -5.3725 5.4996 0.12 -0.20 -0.99 0.14
H -3.8040 -6.9660 5.3622 -0.67 0.06 -0.05 0.35
H 0.5469 -5.2598 3.2051 0.01 0.13 -0.16 0.39
H 0.1798 -3.5088 3.3259 0.17 -0.16 0.23 -0.13
H -0.7875 -4.5188 2.2916 -0.30 -0.36 0.21 -0.01
C -5.8783 -2.6946 1.8620 0.14 0.20 -0.93 -1.07
O -4.8122 -3.4222 1.2225 -0.08 1.95 0.68 0.02
C -5.0358 -4.8139 1.1759 -0.58 0.82 0.30 -0.91
C -3.8924 -5.4354 0.3998 -0.75 -0.61 0.15 -0.11
N -3.8641 -5.0289 -1.0042 0.35 -0.54 0.15 -0.37
C -2.6370 -5.5318 -1.6574 -0.46 1.07 -1.41 -0.28
C -2.5585 -4.9305 -3.1308 -0.18 -1.90 1.97 -0.95
O -2.2956 -3.5873 -3.0378 0.34 1.78 -0.23 0.06
C -1.7491 -3.0348 -4.2334 -0.24 -0.54 0.05 -0.73
H -6.6771 -2.5966 1.1268 -0.49 -0.33 0.19 0.47
H -5.6349 -1.6585 2.0976 0.88 -0.07 -0.25 0.19
H -6.2505 -3.0699 2.8152 0.13 -0.80 -0.08 0.41
H -6.0173 -4.9761 0.7304 -0.08 -0.32 -0.59 0.40
H -5.1801 -5.0642 2.2269 0.65 -1.09 0.05 0.35
H -4.0755 -6.5099 0.3957 0.21 -0.21 0.20 0.45
H -2.9566 -5.2546 0.9286 0.18 0.07 0.12 -0.08
H -3.8921 -4.0199 -1.0395 0.17 0.19 -0.20 0.21
H -2.6028 -6.6181 -1.7407 -0.57 -0.13 0.06 0.55
H -1.7532 -5.2905 -1.0668 0.38 0.35 -0.08 0.01
H -3.5290 -5.1352 -3.5829 -0.21 0.08 -0.25 0.32
H -1.7997 -5.4575 -3.7093 0.28 -0.11 -0.02 0.56
H -0.7120 -3.3542 -4.3354 0.25 0.12 0.01 0.34
H -1.8247 -1.9475 -4.2495 -0.02 -0.20 0.30 -0.03
H -2.2847 -3.4307 -5.0962 -0.17 0.07 -0.18 0.42
C 3.9791 5.0711 -0.7425 0.03 0.73 0.84 -0.51
O 3.2425 6.2587 -1.0169 -0.61 -0.51 -1.33 -0.43
C 2.5094 6.1727 -2.2581 -0.13 -0.46 -0.20 -0.35
C 3.3876 6.2612 -3.4971 -0.77 -0.42 1.37 -0.29
N 3.9625 7.5774 -3.5585 -0.02 -0.53 -2.02 -0.39
C 4.7430 7.7092 -4.8017 0.59 2.65 -0.04 -0.83
C 3.9703 7.7772 -6.1332 0.77 -0.52 0.85 -0.59
O 3.6399 6.4523 -6.4185 -0.39 -0.01 1.07 -0.27
C 2.9465 6.2510 -7.5845 0.09 -0.79 -1.12 -0.82
H 4.4231 5.3211 0.2211 0.30 -0.43 -0.02 0.29
H 4.7627 4.8168 -1.4563 0.04 0.28 -0.19 0.32
H 3.3537 4.1875 -0.6151 -0.39 -0.03 -0.07 0.12
H 1.7116 6.9146 -2.2922 0.44 0.54 0.33 0.43
H 1.9428 5.2455 -2.3437 0.13 -0.63 0.43 0.04
H 2.7944 5.9941 -4.3717 -0.07 0.53 0.02 0.28
H 4.1175 5.4535 -3.4427 0.49 -0.17 -0.02 0.19
H 4.5245 7.7443 -2.7361 0.18 0.05 -0.07 0.27
H 5.6336 7.0906 -4.9125 -0.25 -0.81 0.06 0.34
H 5.1870 8.7017 -4.7252 0.16 0.31 0.03 0.47
H 4.5610 8.1293 -6.9789 0.73 0.36 0.21 0.52
H 3.1373 8.4790 -6.0916 -0.56 -0.25 0.33 0.35
H 2.2472 5.4412 -7.3765 -0.36 0.17 -0.41 0.23
H 3.6551 5.9062 -8.3376 0.00 -0.20 -0.39 0.26
H 2.4845 7.1404 -8.0128 -0.40 0.10 0.33 0.38
C -6.1985 0.0604 -0.0522 0.74 -0.57 -0.40 -0.93
O -5.2703 0.9993 0.4903 -1.62 0.45 0.76 -0.12
C -6.0321 2.0253 1.1942 1.16 0.67 -0.68 -0.69
C -5.0674 2.9991 1.8483 -0.50 -0.22 0.04 -0.83
N -4.2033 3.6946 0.9109 -0.57 0.42 0.23 -0.25
C -3.2413 4.5878 1.5353 2.11 -1.10 0.13 -0.66
C -2.1160 5.0336 0.5384 -2.38 0.11 -0.05 -1.09
O -1.1999 3.9896 0.2870 -0.27 -0.81 0.55 0.14
C -0.2816 4.2812 -0.7194 0.16 1.59 -1.07 -1.10
H -5.6284 -0.8302 -0.3167 0.01 -0.17 0.32 0.12
H -6.6545 0.3408 -1.0018 -0.12 0.74 0.00 0.33
H -6.9892 -0.1900 0.6549 0.05 -0.03 0.09 0.51
H -6.6734 1.6604 1.9964 -0.02 -0.65 -0.12 0.44
H -6.6478 2.5563 0.4682 -0.16 -0.02 -0.16 0.37
H -4.6189 2.4359 2.6667 1.03 -0.22 -0.03 0.35
H -5.6661 3.7096 2.4182 -0.22 0.42 -0.28 0.45
H -3.7985 3.0614 0.2361 0.27 -0.07 0.17 0.18
H -2.6744 4.0524 2.2969 0.15 -0.38 0.53 0.32
H -3.6896 5.3906 2.1205 -0.31 0.33 -0.67 0.50
H -1.6655 5.9849 0.8216 0.39 -0.14 0.24 0.46
H -2.7345 5.2149 -0.3406 0.41 0.27 -0.74 0.48
H 0.3299 5.1346 -0.4265 0.59 -0.15 0.28 0.50
H -0.7408 4.6643 -1.6307 -0.74 0.02 -0.18 0.53
H 0.3263 3.4746 -1.1292 -0.06 -0.54 1.00 0.09
C -2.7268 -1.6659 3.9385 -0.95 -0.10 -0.31 0.26
O -3.1514 -0.5647 4.7673 0.65 -0.56 -0.72 -0.60
H -2.4322 -1.3821 2.9281 0.49 0.58 0.02 -0.27
H -1.9472 -2.2806 4.3884 -0.09 0.05 0.14 0.30
H -3.6168 -2.2485 3.7004 -0.03 -0.32 0.57 -0.05
H -2.3611 -0.0242 4.8375 -0.02 0.29 0.27 0.31
C -3.3221 1.0928 -2.3787 0.24 -0.76 0.33 -0.14
O -2.6840 -0.1898 -2.5585 -0.66 0.51 0.17 -0.26
H -3.6493 1.5865 -3.2937 0.20 -0.20 -0.23 0.46
H -4.2062 0.9079 -1.7686 0.07 0.04 -0.02 -0.24
H -2.6606 1.7544 -1.8193 0.06 0.25 0.01 0.00
H -1.9727 -0.1075 -3.1979 0.13 0.32 -0.30 -0.01
C 1.3027 -5.4009 -0.7758 0.04 1.32 -0.16 -0.56
O 1.1188 -4.6692 0.4392 -0.14 -0.85 0.22 -0.32
H 0.5966 -4.9549 -1.4762 -0.43 -0.72 -0.40 0.12
H 2.2628 -5.2010 -1.2515 0.37 -0.10 0.34 0.18
H 1.1987 -6.4763 -0.6315 -0.30 0.20 0.11 0.29
H 1.6861 -3.8948 0.4292 0.43 0.15 -0.15 0.15
C 3.7392 3.6086 3.6217 -0.60 1.93 -0.09 -0.69
O 2.8930 2.5590 3.9913 0.64 -1.09 0.04 -0.40
H 3.0192 4.3076 3.1963 0.48 0.37 -0.45 0.21
H 4.1870 4.1502 4.4549 -0.01 -0.23 0.46 0.37
H 4.5677 3.4268 2.9371 -0.26 -0.60 -0.32 0.28
H 3.4751 1.8342 4.2307 -0.22 -0.35 0.29 0.19
C 0.5787 0.6567 -3.5636 0.43 -0.75 -0.87 -0.19
O -0.5162 0.5514 -4.4850 -0.23 0.29 0.51 -0.57
H 1.4825 0.4097 -4.1205 0.25 -0.02 0.25 0.36
H 0.7326 1.6397 -3.1183 -0.44 0.12 0.10 0.16
H 0.4476 -0.1340 -2.8249 0.01 0.28 0.13 0.01
H -0.2914 1.0048 -5.3008 -0.03 0.04 0.02 0.28
C 1.9373 -0.5964 5.5122 0.28 0.22 -2.83 0.01
O 1.1656 -1.2070 4.4556 -1.33 -0.04 1.52 -0.47
H 1.2565 0.0572 6.0577 0.37 -0.33 0.34 0.23
H 2.6116 -1.2505 6.0650 -0.69 -0.39 0.48 0.29
H 2.6186 -0.0063 4.8993 0.40 0.90 0.69 -0.41
H 1.6810 -1.4701 3.6896 0.61 -0.26 0.23 0.39
C 3.4759 -1.7032 -3.3708 2.96 -0.75 -0.21 -0.89
O 2.6310 -1.5408 -2.3471 -3.89 1.76 0.67 0.39
H 4.3975 -1.2338 -3.0267 0.78 0.19 -0.77 0.13
H 3.7270 -2.7593 -3.4698 0.00 -0.28 -0.68 0.31
H 3.2110 -1.2640 -4.3326 -0.57 -0.01 0.20 0.21
H 2.8722 -2.0104 -1.5452 0.59 -0.64 0.15 -0.08
C 5.5231 1.2707 -2.1195 -0.43 0.03 -0.10 0.19
O 6.8794 1.1705 -2.4351 0.77 0.11 0.07 -0.59
H 5.3235 2.2411 -1.6650 0.15 0.08 0.00 0.00
H 4.9436 1.2012 -3.0401 -0.44 -0.07 0.04 0.23
H 5.2141 0.5030 -1.4102 -0.16 -0.12 0.02 -0.15
H 7.1004 0.2408 -2.5267 0.11 -0.02 0.01 0.33
```
Forces are in eV/Å.

Entry 2:
The following is a quantum chemistry calculation of 2 unconnected molecules or ions with the total composition C6H10, from the OMol25 dataset.

Properties
HOMO energy (spin up / spin down) in Ha: -0.299 / -0.299
E_LUMO (spin up / spin down) in eV: -0.953 / -0.955
ΔE to the lowest compared entry with this formula, charge and spin in eV: 4.867
Kohn-Sham gap (spin up / spin down) in eV: 7.19 / 7.18

The geometry in XYZ format:
```
16
Properties=species:S:1:pos:R:3:forces:R:3:mulliken_charge:R:1
C 3.3265 0.4204 0.3180 0.00 0.00 0.00 -0.92
C 1.2343 -1.7203 -0.8662 -0.29 0.02 0.16 -1.43
C 0.1010 -1.2109 -0.3246 -0.13 0.04 0.07 0.51
C -0.9529 -0.6950 0.0610 0.27 -0.12 -0.11 0.70
C -2.1995 -0.0669 0.4739 0.02 0.00 0.01 -0.60
C -2.7962 0.9200 -0.5351 -0.03 0.04 -0.06 -1.04
H 3.0585 1.4794 0.2811 0.04 -0.15 0.01 0.24
H 2.8772 -0.0356 1.2048 0.07 0.07 -0.14 0.22
H 4.4134 0.3188 0.3685 -0.16 0.02 -0.01 0.29
H 2.9535 -0.0761 -0.5844 0.10 0.11 0.16 0.19
H 1.7644 -2.3824 -0.1637 -0.08 0.10 -0.07 0.30
H -2.0296 0.4198 1.4442 -0.01 -0.07 -0.12 0.30
H -2.9121 -0.8757 0.6897 0.12 0.07 -0.02 0.29
H -3.0102 0.4204 -1.4841 0.03 0.06 0.14 0.31
H -3.7283 1.3447 -0.1483 0.14 -0.06 -0.05 0.32
H -2.0999 1.7395 -0.7349 -0.09 -0.12 0.04 0.31
```
Forces are in eV/Å.

Entry 3:
The following is a quantum chemistry calculation of a molecular structure, C26H22ClNO7RhS, from the OMol25 dataset.

Properties
HOMO energy (spin up / spin down) in Ha: -0.197 / -0.199
Total charge: -1
E_LUMO (spin up / spin down) in eV: 1.686 / 1.670
ΔE to the lowest compared entry with this formula, charge and spin in eV: 3.231
Kohn-Sham gap (spin up / spin down) in eV: 7.05 / 7.09

The geometry in XYZ format:
```
59
Properties=species:S:1:pos:R:3:forces:R:3:mulliken_charge:R:1
Rh 0.0274 0.3150 0.0587 0.08 -2.16 0.07 0.64
C -3.7577 -5.4937 -0.1704 0.44 -0.22 0.20 -0.13
O -3.6022 -5.1512 1.2069 -0.35 -0.31 -0.14 -0.46
C -2.8377 -4.0831 1.4839 0.52 0.00 0.45 0.84
C -2.7607 -3.7382 2.8625 -0.12 -0.29 -0.15 -1.45
C -2.0132 -2.6668 3.2249 0.45 0.22 0.10 -1.02
C -1.2830 -1.8872 2.2858 0.17 -0.44 0.17 -0.66
C -0.5129 -0.7690 2.7333 -0.48 -0.92 0.54 1.64
C -0.6936 -0.2240 4.1277 0.16 -0.14 0.24 -1.57
O 0.3413 -0.2101 2.0443 0.44 1.39 -0.58 -0.62
C -1.3521 -2.2480 0.8938 0.46 -0.57 0.62 0.90
O -0.7781 -1.6304 -0.0605 0.86 0.22 -0.75 -0.76
C -2.1716 -3.3631 0.5367 1.00 -0.21 0.19 0.23
H -4.4569 -6.3236 -0.1978 0.01 -0.01 0.07 0.32
H -2.8072 -5.8036 -0.6084 0.15 -0.09 0.07 0.32
H -4.1614 -4.6590 -0.7455 1.11 -1.09 0.91 -0.38
H -3.2951 -4.3388 3.5884 0.03 0.01 -0.07 0.39
H -1.9497 -2.4178 4.2795 -0.01 0.04 -0.11 0.35
H -1.7507 -0.1240 4.3724 0.02 -0.01 0.02 0.46
H -0.2088 0.7477 4.1738 -0.01 -0.01 -0.02 0.35
H -0.2245 -0.8822 4.8656 -0.09 0.03 -0.03 0.36
H -2.2067 -3.6087 -0.5152 0.02 0.04 0.05 0.58
O -2.1428 4.1041 0.2349 0.18 0.61 -0.34 -0.56
S -1.9471 2.9078 1.0350 -2.02 1.24 0.96 0.19
N -0.9966 1.8885 0.7129 1.95 -0.42 -0.17 -0.37
C -3.7713 -0.9357 1.3168 -0.49 0.37 -0.35 -1.16
C -3.9708 -1.4834 -0.0758 -0.53 0.45 0.09 0.85
C -4.7027 -2.6392 -0.2968 -0.71 0.56 -0.11 -0.87
C -4.9039 -3.1086 -1.5860 -0.45 0.57 -0.18 0.50
Cl -5.8821 -4.5459 -1.8366 -1.06 0.57 -0.86 -0.25
C -4.3381 -2.4664 -2.6677 0.13 0.09 -0.09 -1.24
C -3.5898 -1.3094 -2.4624 0.02 -0.17 -0.20 -0.85
C -3.4364 -0.8056 -1.1773 -0.12 0.01 -0.05 0.82
O -2.7870 0.3481 -0.8886 -0.04 0.38 -0.13 -0.22
C -2.4018 1.2227 -1.9638 -0.11 -0.26 0.25 -0.78
C -1.1405 0.7385 -2.6633 0.24 -0.34 0.07 0.76
O -1.1698 0.5373 -3.8713 0.16 0.22 0.26 -0.70
O -0.0968 0.5595 -1.9149 -0.20 0.11 -0.43 -0.58
H -3.8678 -1.7279 2.0634 -0.15 0.27 -0.23 0.31
H -4.5085 -0.1544 1.5303 -0.03 -0.04 -0.07 0.50
H -2.7861 -0.4786 1.4132 -0.57 0.15 -0.12 -0.02
H -5.1223 -3.1783 0.5487 0.01 0.12 -0.12 0.54
H -4.4702 -2.8606 -3.6670 0.01 0.02 0.03 0.47
H -3.1074 -0.8270 -3.3059 -0.08 -0.02 0.07 0.50
H -2.2020 2.1789 -1.4894 -0.02 0.06 -0.08 0.38
H -3.1983 1.3300 -2.6948 -0.16 -0.08 -0.01 0.43
C 1.9578 0.0501 -0.1261 -1.40 0.14 0.06 -0.41
C 3.1581 -0.0110 -0.0808 0.99 -0.15 -0.12 0.03
C 4.5995 -0.1005 -0.0905 -0.27 0.03 0.03 0.63
C 5.3673 0.6531 0.8055 0.03 -0.03 -0.04 -0.45
C 6.7539 0.5779 0.7879 -0.09 -0.02 -0.01 -0.39
C 7.4009 -0.2527 -0.1191 -0.03 -0.01 0.00 -0.44
C 6.6484 -1.0126 -1.0069 -0.10 0.03 0.02 -0.37
C 5.2614 -0.9383 -0.9958 0.04 0.02 0.03 -0.50
H 4.8570 1.2994 1.5104 0.04 -0.03 -0.04 0.41
H 7.3328 1.1718 1.4864 -0.03 -0.02 -0.02 0.35
H 8.4839 -0.3065 -0.1346 -0.06 -0.01 0.01 0.36
H 7.1447 -1.6665 -1.7150 -0.03 0.02 0.02 0.35
H 4.6689 -1.5260 -1.6872 0.05 0.04 0.03 0.43
```
Forces are in eV/Å.

Entry 4:
The following is a quantum chemistry calculation of a single C5H8O molecule, from the OMol25 dataset.

Properties
HOMO energy in Ha: -0.343
E_LUMO in eV: 1.053
ΔE to the lowest compared entry with this formula, charge and spin in eV: 0.902
SMILES: OC1CC=CC1
Kohn-Sham gap in eV: 10.39

The geometry in XYZ format:
```
14
Properties=species:S:1:pos:R:3:forces:R:3:mulliken_charge:R:1
O 0.1648 -1.6229 -1.1032 -0.05 -0.28 -0.05 -0.54
C 0.0416 -0.2161 -0.9797 -0.04 0.32 0.06 0.33
C -1.1843 0.0880 -0.0846 -0.12 -0.06 -0.03 -0.88
C -0.5725 0.4403 1.2477 0.17 -0.10 0.11 -0.29
C 0.7593 0.4524 1.2009 -0.22 0.06 0.02 -0.46
C 1.2628 0.3403 -0.2155 -0.06 -0.03 -0.07 -0.65
H -0.6945 -1.9841 -0.8480 0.39 -0.18 -0.21 0.29
H -0.0381 0.2393 -1.9775 -0.05 -0.16 0.17 0.21
H -1.7949 -0.8416 -0.0088 0.14 0.57 0.08 0.28
H -1.8627 0.8472 -0.4888 0.19 0.06 0.05 0.32
H -1.1713 0.6425 2.1302 0.09 -0.22 -0.04 0.39
H 1.4178 0.5496 2.0606 -0.15 0.23 -0.15 0.40
H 1.5143 1.3450 -0.5884 -0.01 -0.19 0.06 0.25
H 2.1577 -0.2798 -0.3448 -0.28 -0.03 -0.01 0.35
```
Forces are in eV/Å.

What did we get for E? Answer: -95578.7285 -6378.9929 -69504.7908 -7361.3531 eV, in the order shown.